Below is a cluster of 2 separate species, C2H4ClIN2 in total, with properties calculated with ωB97M-V/def2-TZVPD.

Output
Expectation value of S²   2.0436
LUMO energy (alpha / beta)   0.37 / -2.02 eV
Highest occupied orbital energy (alpha / beta)   -7.592 / -9.106 eV
Frontier orbital gap (alpha / beta)   0.292 / 0.260 Eh
Multiplicity   3
DFT total energy   -945.84524 hartree
Energy above the lowest of the compared OMol25 structures with the same formula, charge and spin   0.0 kcal/mol

The geometry in XYZ format:
```
10
Properties=species:S:1:pos:R:3:forces:R:3
C 0.351412 0.552089 0.192505 0.2 1.5 0.6
C 1.504799 1.143694 0.685453 -0.4 -1.1 0.7
N -0.691027 0.075230 0.940920 -0.1 -0.7 -1.6
N -1.814321 -0.404223 0.502081 0.7 0.3 3.1
Cl -0.336749 -2.776949 -2.032547 1.9 -1.5 0.0
I 2.817282 2.305033 -0.513948 -0.7 -0.7 0.5
H 0.060204 0.666971 -0.846276 0.2 0.0 -0.1
H 1.835499 0.988889 1.756235 -0.5 0.4 -1.5
H -1.286461 -2.016979 -2.052239 -1.9 1.5 0.0
H -2.440636 -0.533754 1.367815 0.6 0.2 -1.9
```
Forces are in eV/Å.

Results of the Mulliken charge analysis, in e, for atoms 1 through 8:
1 C 0.002
2 C -0.528
3 N 0.060
4 N -0.536
5 Cl -0.225
6 I 0.066
7 H 0.319
8 H 0.362



Below is a cluster of 2 separate species, C2H4ClN in total, with properties calculated with ωB97M-V/def2-TZVPD.

Output
LUMO energy   -0.81 eV
Highest occupied orbital energy   -9.773 eV
Frontier orbital gap   0.330 Eh
Multiplicity   1
DFT total energy   -593.44943 hartree
Energy above the lowest of the compared OMol25 structures with the same formula, charge and spin   57.6 kcal/mol

The geometry in XYZ format:
```
8
Properties=species:S:1:pos:R:3:forces:R:3
C -0.236961 -0.886959 0.204234 -0.4 -0.4 0.1
C 0.282362 0.177420 -0.642518 -0.9 1.8 1.1
N 0.801149 0.064071 0.592306 0.3 0.1 -0.3
Cl -1.126766 2.215476 -0.524698 1.2 -2.0 -0.2
H -1.243104 -0.797556 0.589135 -0.1 0.2 0.0
H 0.133223 -1.896437 0.079043 -0.1 -0.1 0.0
H 0.710263 0.352312 -1.600439 0.1 0.4 -0.4
H 0.679834 0.771673 1.302937 0.0 0.1 -0.1
```
Forces are in eV/Å.

Mulliken analysis output, partial charges in e:
1 C -0.164
2 C -0.214
3 N -0.356
4 Cl -0.441
5 H 0.258
6 H 0.240
7 H 0.354
8 H 0.322



Below is the ion C2H4ClN2 with charge +1, with properties calculated with ωB97M-V/def2-TZVPD.

Output
SMILES   CN1[NH+]=C1Cl
LUMO energy   -6.64 eV
Highest occupied orbital energy   -16.512 eV
Frontier orbital gap   0.363 Eh
Multiplicity   1
DFT total energy   -647.82023 hartree
Energy above the lowest of the compared OMol25 structures with the same formula, charge and spin   115.3 kcal/mol
Total charge   +1

The geometry in XYZ format:
```
9
Properties=species:S:1:pos:R:3:forces:R:3
C 1.134863 0.422756 0.206440 2.8 -2.4 -0.3
C -1.010772 -0.810697 -0.125397 -1.2 -2.3 -1.6
N -0.077640 0.066036 0.316156 4.6 2.2 1.2
N 0.505804 1.558669 -0.079391 -1.2 2.2 0.7
Cl 2.977871 -0.458423 -0.069228 -4.3 2.2 0.7
H -0.686806 -1.442431 -0.963742 0.9 -0.5 0.7
H -1.300571 -1.337885 0.787447 -1.0 -0.1 -0.6
H -1.696146 -0.284634 -0.742816 -1.8 0.8 0.5
H 0.153400 2.286607 0.670533 1.2 -1.9 -1.4
```
Forces are in eV/Å.

Results of the Mulliken charge analysis, in e, for atoms 1 through 8:
1 C 0.590
2 C -0.635
3 N 0.007
4 N -0.316
5 Cl 0.009
6 H 0.335
7 H 0.304
8 H 0.333



Below is an isolated molecule of C2H4ClN3O3, with properties calculated with ωB97M-V/def2-TZVPD.

Output
SMILES   NC(=O)[C@](N)(Cl)[N+](=O)[O-]
LUMO energy   -0.84 eV
Highest occupied orbital energy   -10.671 eV
Frontier orbital gap   0.361 Eh
Multiplicity   1
DFT total energy   -928.69816 hartree
Energy above the lowest of the compared OMol25 structures with the same formula, charge and spin   15.9 kcal/mol

The geometry in XYZ format:
```
13
Properties=species:S:1:pos:R:3:forces:R:3
C -0.733852 0.010686 -0.420648 -0.7 -1.9 -0.4
C 0.585094 0.193962 0.452039 -0.7 1.0 -2.2
N -0.702800 0.379888 -1.745286 -1.0 -0.6 0.9
N 0.376158 -0.149121 1.739126 0.8 0.8 1.3
N 1.750724 -0.691242 -0.121659 0.5 0.4 -0.1
O 2.447487 -1.211872 0.740197 -0.4 0.1 -1.1
O -1.607342 -0.721079 0.054149 1.5 1.7 -0.8
O 1.937201 -0.679185 -1.323426 -0.2 -0.4 1.5
Cl 1.338017 1.973462 0.032588 -0.6 -1.2 0.5
H -0.274537 1.192722 -2.092672 1.1 0.9 0.1
H -1.477307 0.099102 -2.332690 -0.1 -0.2 0.5
H 1.261963 -0.511480 2.084213 -0.1 0.0 0.5
H 0.014778 0.593320 2.354483 0.0 -0.6 -0.6
```
Forces are in eV/Å.

Results of the Mulliken charge analysis, in e, for atoms 1 through 8:
1 C 0.318
2 C 0.379
3 N -0.325
4 N -0.412
5 N 0.890
6 O -0.616
7 O -0.554
8 O -0.473